# 1
Formula: C21H74F3O19
Source: OMol25
Level of theory: ωB97M-V/def2-TZVPD

```
! RIJCOSX wB97M-V def2-TZVPD def2/J DEFGRID3
* xyz -1 1
C -0.52540 -1.79351 0.18182
C 0.24221 -1.23213 -0.95883
O 1.16430 -0.29717 -0.47593
C 1.69604 0.59153 -1.39375
O 0.95133 1.75267 -1.28217
C 3.20183 0.76115 -1.07307
F 3.74067 -0.44631 -1.13662
F 3.83260 1.51600 -2.04057
F 3.49246 1.30421 0.15320
H -1.40439 -2.39190 -0.18394
H -0.88763 -1.02421 0.92242
H 0.20755 -2.40694 0.70421
H -0.37037 -0.77823 -1.63959
H 0.83058 -1.97863 -1.56699
H 1.54164 0.24518 -2.37967
C -1.98442 -3.00496 3.16633
O -2.77115 -2.20341 2.35721
H -2.30459 -3.98411 3.31903
H -1.99448 -2.61060 4.21135
H -0.97458 -3.04088 2.92201
H -3.06977 -2.74809 1.67195
C -2.77651 0.69915 3.61559
O -3.56604 -0.22308 4.35853
H -2.09144 1.23562 4.27508
H -3.26017 1.35821 3.00354
H -2.20627 0.13761 2.86178
H -3.71738 -0.95448 3.76838
C 2.14572 2.63063 -4.68620
O 0.96431 1.89084 -4.84482
H 2.68539 2.44694 -5.56762
H 2.85856 2.35880 -3.88956
H 2.08506 3.73636 -4.62827
H 0.30584 2.31595 -4.25856
C -0.24155 -5.46927 0.11268
O -0.94773 -5.31999 1.34392
H 0.50310 -4.59944 0.05575
H -0.92692 -5.55421 -0.75966
H 0.33204 -6.40804 0.09435
H -1.48236 -4.49888 1.23282
C -4.41587 -1.39423 -1.28337
O -4.71615 0.02691 -1.48204
H -5.30503 -1.84778 -0.83133
H -3.58689 -1.40763 -0.58298
H -4.22482 -2.02880 -2.13954
H -5.61337 0.05360 -1.78619
C 0.15147 -1.17396 -5.24385
O 0.84893 -0.42724 -6.18945
H -0.33461 -2.11813 -5.70191
H -0.68729 -0.50546 -4.80417
H 0.70003 -1.37827 -4.27369
H 1.12178 0.31684 -5.76362
C 2.67851 -2.04758 1.94337
O 2.32402 -0.66796 1.88863
H 2.75190 -2.48587 0.89006
H 1.89198 -2.50009 2.49894
H 3.63837 -2.15389 2.48266
H 1.73009 -0.52642 1.17511
C 0.11922 -0.45193 4.03128
O -0.68799 -0.70509 5.10623
H 1.03882 -0.89703 4.29776
H 0.26247 0.53867 3.99269
H -0.23300 -0.70819 3.05847
H -1.48206 -1.07922 4.73107
C 0.94526 2.21806 1.93609
O 0.59677 3.06846 0.86960
H 0.57819 1.20573 1.81089
H 0.62501 2.63345 2.91918
H 2.03250 2.13519 1.83940
H 0.74201 2.61591 0.06273
C 3.71275 4.51007 -1.28023
O 2.76685 5.39460 -0.62209
H 4.05771 3.73682 -0.57549
H 4.62745 5.14540 -1.52644
H 3.41244 4.01198 -2.20803
H 1.88601 5.11289 -0.72397
C 4.91467 3.65813 1.93946
O 5.25412 3.79685 3.26300
H 5.11575 4.53701 1.36032
H 3.88765 3.24393 1.78861
H 5.34325 2.81225 1.42264
H 4.78836 3.10781 3.72008
C -1.95517 1.32445 -0.04257
O -3.22784 1.60966 0.51873
H -1.87743 0.38142 -0.67423
H -1.35968 1.08840 0.84642
H -1.52034 2.11584 -0.62838
H -3.76173 1.07970 0.00544
C -3.83343 -5.15304 0.91458
O -3.60853 -3.97929 0.26506
H -3.26101 -5.90901 0.42914
H -4.89215 -5.41361 0.85372
H -3.44199 -5.10915 1.92572
H -3.39545 -4.18164 -0.69565
C -1.55316 -3.28122 -2.96450
O -2.33280 -4.08591 -2.16301
H -0.47048 -3.51534 -2.71642
H -1.68183 -2.19089 -2.83061
H -1.75476 -3.54745 -3.98971
H -2.37731 -4.93919 -2.60924
C 3.22612 1.33254 4.55506
O 4.23459 1.23272 3.56660
H 2.63224 0.43844 4.62748
H 2.50784 2.21061 4.32979
H 3.73465 1.48443 5.51356
H 3.87333 0.78128 2.83823
C -2.00251 1.26392 -3.14871
O -1.01604 2.15864 -2.97614
H -2.87134 1.39844 -2.59114
H -1.69187 0.28958 -2.83617
H -2.20086 1.29966 -4.18098
H -0.47686 1.86397 -2.22861
C -0.56760 4.99432 -1.17236
O 0.43898 4.46550 -1.98651
H -1.29238 5.67777 -1.65260
H -0.11818 5.55750 -0.39803
H -1.18368 4.33272 -0.51568
H 0.54333 3.53606 -1.76424
*
```

Frontier orbital gap (eV): 7.698
Energy above the lowest of the compared OMol25 structures with the same formula, charge and spin (kcal/mol): 45.48
Highest occupied orbital energy (eV): -6.4
E_tot (eV): -70024.371

Here are the Löwdin charges for atoms 1 to 99, given in e: C -0.05; C -0.27; O -0.11; C -0.37; O -0.19; C -0.48; F 0.15; F 0.10; F 0.13; H 0.08; H 0.08; H 0.06; H 0.05; H 0.14; H 0.14; C -0.15; O -0.07; H 0.06; H 0.10; H 0.06; H 0.01; C -0.14; O -0.10; H 0.10; H 0.04; H 0.06; H 0.04; C -0.15; O -0.12; H 0.06; H 0.06; H 0.10; H 0.07; C -0.14; O -0.15; H 0.09; H 0.06; H 0.08; H 0.03; C -0.10; O -0.11; H 0.08; H 0.06; H 0.07; H 0.07; C -0.19; O -0.09; H 0.10; H 0.08; H 0.08; H -0.03; C -0.12; O -0.15; H 0.10; H 0.05; H 0.09; H 0.00; C -0.20; O -0.09; H 0.07; H 0.03; H 0.06; H 0.01; C -0.15; O -0.12; H 0.04; H 0.10; H 0.05; H -0.03; C -0.13; O -0.11; H 0.04; H 0.09; H 0.05; H -0.01; C -0.21; O -0.09; H 0.07; H 0.07; H 0.06; H 0.02; C -0.13; O -0.07; H 0.08; H 0.07; H 0.06; H -0.01; C -0.18; O -0.15; H 0.07; H 0.09; H 0.08; H 0.08; C -0.16; O -0.15; H 0.10; H 0.08; H 0.08; H 0.10

# 2
Formula: C23H27GeN3OS5Ti
Source: OMol25
Level of theory: ωB97M-V/def2-TZVPD

```
! RIJCOSX wB97M-V def2-TZVPD def2/J DEFGRID3
* xyz 0 1
Ti 0.74183 0.14969 0.29050
C 0.87087 2.47995 0.34870
C -0.22959 2.05371 1.12263
C 0.27030 1.30803 2.21204
C 1.67938 1.24885 2.10503
C 2.04549 1.98958 0.94972
H 0.82447 3.07006 -0.54949
H -1.27081 2.24776 0.91681
H -0.31468 0.84591 2.99096
H 2.34656 0.78397 2.81137
H 3.04889 2.14894 0.59430
S 1.07950 -1.87320 -3.45110
C 1.15803 -0.64122 -2.34371
S 2.48855 -0.43955 -1.26921
S -0.13822 0.46643 -1.96928
Ge 2.06108 -1.86635 1.31341
C 1.70266 -1.99514 3.25822
C 0.41047 -1.96521 3.79799
C 0.18637 -1.99176 5.16972
C 1.26165 -2.04001 6.04789
C 2.55314 -2.06335 5.54123
C 2.76665 -2.04329 4.16594
C 1.45113 -3.53744 0.52328
C 0.47013 -4.31743 1.14041
C 0.02132 -5.49734 0.55721
C 0.54561 -5.91271 -0.66122
C 1.51996 -5.14628 -1.28707
C 1.96974 -3.96971 -0.69811
H 3.60858 -1.86736 1.25784
H -0.44844 -1.91294 3.13534
H -0.82686 -1.97501 5.55447
H 1.09332 -2.05933 7.11738
H 3.39823 -2.10283 6.21786
H 3.78618 -2.07168 3.79480
H 0.05590 -4.01469 2.09565
H -0.72909 -6.09818 1.05811
H 0.20178 -6.83336 -1.11742
H 1.92898 -5.46050 -2.23968
H 2.70952 -3.37010 -1.21493
C -2.16429 -3.59072 -1.50314
N -1.31392 -2.54763 -0.95847
C -1.54254 -1.93999 0.17861
N -2.59426 -2.28579 0.94987
O -0.76759 -1.02553 0.63239
H -1.67353 -3.98565 -2.38772
H -3.14214 -3.19880 -1.79323
H -2.27490 -4.40621 -0.78705
H -0.56195 -2.20167 -1.54968
H -3.37264 -2.76427 0.52870
H -2.81630 -1.63975 1.68855
S -3.66837 0.68165 -0.42484
C -3.83038 2.03897 -1.35748
N -2.88079 2.53279 -2.16455
C -3.27506 3.55712 -3.12151
C -4.47769 4.25985 -2.49228
S -5.28114 3.00107 -1.46092
H -2.07018 1.94521 -2.32485
H -3.53942 3.10350 -4.07901
H -2.45133 4.25028 -3.28270
H -5.17454 4.60738 -3.25087
H -4.17051 5.10053 -1.87372
*
```

Frontier orbital gap (eV): 7.006
Energy above the lowest of the compared OMol25 structures with the same formula, charge and spin (kcal/mol): 4.12
Highest occupied orbital energy (eV): -7.3
E_tot (eV): -164617.625

Charges per atom according to Löwdin partitioning, unit e: Ti 0.40; C -0.18; C -0.17; C -0.16; C -0.18; C -0.17; H 0.11; H 0.10; H 0.12; H 0.11; H 0.12; S 0.52; C -1.72; S 0.54; S 0.57; Ge 0.86; C -0.35; C -0.14; C -0.09; C -0.10; C -0.09; C -0.13; C -0.35; C -0.12; C -0.11; C -0.10; C -0.09; C -0.14; H -0.02; H 0.08; H 0.10; H 0.10; H 0.10; H 0.09; H 0.09; H 0.10; H 0.10; H 0.10; H 0.07; C -0.04; N 0.08; C -0.59; N 0.22; O -0.20; H 0.09; H 0.09; H 0.08; H 0.05; H 0.10; H 0.11; S 0.59; C -1.19; N -0.07; C -0.22; C -0.43; S 0.92; H 0.03; H 0.12; H 0.12; H 0.08; H 0.08

# 3
Formula: C32H66NO17S7
Source: OMol25
Level of theory: ωB97M-V/def2-TZVPD

```
! RIJCOSX wB97M-V def2-TZVPD def2/J DEFGRID3
* xyz 1 1
N -0.14831 0.31291 -1.14425
H -0.53977 -0.53417 -1.35418
H -0.79032 0.98220 -1.22138
H 0.49860 0.44077 -2.08466
H 0.40916 0.39665 -0.37147
C 3.35791 2.54869 -1.45935
C 4.64796 1.68953 -1.90809
C 5.27056 2.22874 -3.19781
O 6.67537 1.70929 -2.84681
C 6.78264 1.42806 -1.54421
O 7.90708 1.18119 -1.03710
O 5.61162 1.78762 -0.93337
H 2.80641 2.81035 -2.38222
H 3.65131 3.48680 -0.73749
H 2.69130 1.85674 -0.81748
H 4.20852 0.59193 -2.27445
H 5.56685 3.22091 -3.25304
H 5.00169 1.64294 -4.12661
C -3.68404 -0.10694 2.87676
C -4.03238 -1.44523 3.41535
C -2.85897 -2.32601 2.85560
S -1.38986 -1.35839 2.75101
O -0.93579 -1.17668 1.42154
O -0.53792 -1.67617 3.82326
C -2.13738 0.21699 3.06341
H -4.23309 0.71951 3.44131
H -3.84618 -0.27379 1.92425
H -4.98236 -1.63183 3.14388
H -3.83112 -1.28203 4.52040
H -2.94238 -2.62770 1.93026
H -2.50230 -3.09089 3.37682
H -1.55393 1.11421 2.51711
H -2.03452 0.64207 3.99411
C 4.70329 -3.72846 -1.84081
C 5.10081 -2.25803 -1.59822
C 4.37137 -1.74441 -0.34757
S 2.75663 -2.42631 -0.56412
O 1.94555 -1.60426 -1.52040
O 2.24622 -2.64800 0.71007
C 3.31284 -3.92050 -1.35978
H 5.46372 -4.36331 -1.21177
H 4.75373 -3.96960 -2.82146
H 4.82542 -1.62448 -2.52140
H 6.08608 -1.97650 -1.60204
H 4.30889 -0.72087 -0.15306
H 4.97120 -2.28454 0.51762
H 2.74137 -4.47965 -2.11772
H 3.26582 -4.58234 -0.61203
C -4.81942 -3.02099 -3.31791
C -4.41813 -2.99901 -4.75756
C -3.05395 -2.09626 -4.59645
S -3.58587 -0.83918 -3.49435
O -4.23102 0.09559 -4.32306
O -2.41914 -0.38246 -2.79502
C -4.78001 -1.73067 -2.53681
H -4.11879 -3.55204 -2.85732
H -5.69689 -3.51611 -3.28815
H -5.08099 -2.33188 -5.33413
H -4.41451 -3.96160 -5.21924
H -2.88455 -1.50244 -5.66189
H -2.36152 -2.64020 -4.22027
H -5.60619 -0.98958 -2.58994
H -4.27820 -1.88729 -1.68711
C -4.44929 4.54788 -1.29174
C -5.27267 4.39246 -0.12443
C -4.93417 3.11384 0.77532
S -4.21041 2.03665 -0.34454
O -5.14059 1.10867 -0.91615
O -3.02588 1.53630 0.31884
C -3.88928 3.08137 -1.67633
H -3.57474 5.23854 -1.11255
H -4.88628 5.13852 -1.93312
H -6.12353 4.36513 -0.24711
H -5.37622 5.23722 0.56093
H -5.96125 2.66304 1.00108
H -4.50739 3.14891 1.79404
H -4.26728 2.85415 -2.69747
H -2.88964 3.14388 -1.79367
C 4.11165 0.19041 4.06277
C 4.53750 1.50578 3.27141
C 3.24642 2.17438 2.87484
S 2.18154 0.81208 2.43161
O 2.47613 0.57288 1.07801
O 0.81709 1.03215 2.77529
C 2.98747 -0.50573 3.26087
H 3.96362 0.58101 5.14358
H 5.08565 -0.34750 4.31816
H 5.35369 1.23626 2.39840
H 5.03125 2.29008 3.92907
H 3.26793 2.80560 2.15704
H 2.65121 2.36355 3.71024
H 3.48901 -1.27419 2.59366
H 2.28006 -0.72459 3.94121
C -0.15694 -5.94480 0.50244
C -0.76454 -6.64723 -0.68086
C -0.88768 -5.57242 -1.85042
S -1.40667 -4.10241 -0.97447
O -2.87299 -4.17799 -0.90013
O -0.68947 -2.97769 -1.47375
C -0.86918 -4.68796 0.60775
H 0.92426 -5.94005 0.44231
H -0.25774 -6.57680 1.37438
H -1.66298 -6.89354 -0.48116
H -0.06069 -7.56464 -0.93186
H -1.64875 -5.77877 -2.55244
H 0.04042 -5.24903 -2.25015
H -1.83436 -4.67998 1.29903
H -0.07825 -3.91066 1.12331
C 0.54896 5.08414 3.17649
C 1.12717 6.23183 2.30177
C 1.42677 5.60922 0.89774
S 0.26583 4.31785 0.74878
O 0.98062 3.05364 0.55662
O -0.79168 4.69003 -0.20816
C -0.43351 4.28454 2.27694
H -0.05962 5.11397 3.96597
H 1.12958 4.30169 3.76866
H 1.90265 6.64606 2.48802
H 0.49153 7.08099 2.12983
H 2.49671 5.32616 0.76657
H 1.18595 6.52491 0.07100
H -0.93583 3.39036 2.68566
H -1.29135 4.93696 2.22169
*
```

Frontier orbital gap (eV): 10.363
Energy above the lowest of the compared OMol25 structures with the same formula, charge and spin (kcal/mol): 131.03
Highest occupied orbital energy (eV): -12.0
E_tot (eV): -146375.045

Here are the Löwdin charges for atoms 1 to 99, given in e: N 0.37; H 0.04; H 0.05; H 0.24; H 0.06; C -0.02; C -0.38; C 0.00; O 0.02; C -0.51; O 0.10; O 0.07; H 0.08; H 0.13; H 0.05; H 0.18; H 0.11; H 0.16; C -0.23; C -0.14; C -0.17; S 0.61; O -0.30; O -0.28; C -0.21; H 0.15; H 0.04; H 0.08; H 0.15; H 0.03; H 0.06; H 0.12; H 0.06; C -0.19; C -0.22; C -0.22; S 0.67; O -0.34; O -0.29; C -0.23; H 0.17; H 0.08; H 0.13; H 0.08; H 0.05; H 0.17; H 0.13; H 0.05; C -0.24; C -0.14; C -0.18; S 0.61; O -0.29; O -0.32; C -0.16; H 0.04; H 0.09; H 0.11; H 0.11; H 0.18; H 0.01; H 0.13; H 0.05; C -0.14; C -0.19; C -0.18; S 0.62; O -0.30; O -0.32; C -0.17; H 0.13; H 0.06; H -0.02; H 0.14; H 0.13; H 0.11; H 0.13; H 0.05; C -0.20; C -0.21; C -0.22; S 0.63; O -0.33; O -0.29; C -0.19; H 0.14; H 0.13; H 0.17; H 0.13; H 0.03; H 0.08; H 0.13; H 0.05; C -0.27; C -0.16; C -0.17; S 0.67; O -0.33; O -0.31

# 4
Formula: C17H51BCsN9O7
Source: OMol25
Level of theory: ωB97M-V/def2-TZVPD

```
! RIJCOSX wB97M-V def2-TZVPD def2/J DEFGRID3
* xyz 0 1
Cs -4.01049 1.29847 -2.32307
B 0.38236 -1.14220 -1.44643
H -0.12696 -1.01559 -0.50366
H -0.30251 -1.68345 -2.08067
H 0.62956 -0.22913 -1.96551
H 1.32317 -1.65381 -1.31466
C -3.81455 0.83245 7.42789
C -3.44630 2.27147 6.97130
C -2.77001 2.99437 8.18161
C -1.40290 2.53596 8.48637
C -0.58466 2.87697 7.19123
C -1.07345 2.16202 5.94364
N -2.53473 2.39578 5.84062
O -3.11017 2.13869 4.67069
C -0.27464 2.86644 4.77759
C -0.67439 0.67065 5.94565
C -4.79814 3.03865 6.71688
H -4.41644 0.90945 8.33337
H -2.90273 0.28914 7.67586
H -4.40732 0.24395 6.72761
H -2.79371 4.07009 8.00737
H -3.44284 2.91154 9.03516
H -1.41978 1.48651 8.78044
H -1.12161 3.01022 9.42661
H 0.45500 2.58872 7.34655
H -0.73158 3.94333 7.01980
H -0.50915 2.30592 3.87265
H -0.62105 3.86756 4.52097
H 0.80517 2.77317 4.89344
H 0.36665 0.66225 5.62276
H -0.86502 0.28910 6.94874
H -1.28272 0.15024 5.20592
H -5.25049 3.21755 7.69232
H -5.47908 2.55519 6.01640
H -4.67070 4.03920 6.30365
H -3.18442 1.18158 4.66530
C 5.81454 -3.71543 -3.64590
O 6.80668 -3.95068 -4.28158
N 4.86000 -2.85152 -3.95917
N 5.54465 -4.22078 -2.46421
H 4.64676 -2.65829 -4.92731
H 4.16067 -2.52834 -3.30603
H 6.04221 -5.04325 -2.15426
H 4.69329 -3.84994 -2.06700
C 5.57688 1.87811 0.22432
O 6.67693 2.40413 0.22280
N 5.33678 0.76000 0.82996
N 4.64384 2.32625 -0.49449
H 6.08330 0.44324 1.43201
H 4.45034 0.31564 0.63793
H 3.74624 1.87802 -0.37827
H 4.76801 3.19903 -0.98738
C -6.13217 -4.25926 1.08702
O -5.90974 -3.09083 1.30091
N -5.25262 -5.22431 1.02635
N -7.27949 -4.79106 0.79133
H -5.55428 -6.14151 0.72996
H -4.28332 -4.95051 1.10126
H -8.05655 -4.19146 1.02952
H -7.27424 -5.77225 0.55186
C -1.17209 1.02147 -8.48692
O -2.21020 1.40823 -8.02822
N -0.73782 1.13483 -9.72676
N -0.21947 0.51428 -7.78846
H 0.20589 0.91355 -10.01057
H -1.33069 1.64881 -10.36270
H -0.19033 0.71684 -6.79941
H 0.63731 0.23163 -8.24248
C 0.21530 -6.02977 -5.13023
C -0.42457 -6.43891 -3.80201
O 0.22127 -5.94162 -2.67624
H 1.29534 -6.17299 -5.09695
H 0.03131 -5.00637 -5.45719
H -0.13426 -6.75013 -5.86982
H -0.40664 -7.52523 -3.71425
H -1.48478 -6.18585 -3.79822
H 0.23007 -4.98427 -2.74708
C 5.24970 4.14809 -7.38858
C 3.78564 4.34984 -7.15519
O 3.68466 5.76188 -7.31334
H 5.69661 3.28081 -6.90258
H 5.87173 4.96336 -7.01911
H 5.53011 4.06746 -8.43881
H 3.41884 4.06700 -6.16851
H 3.24495 3.86221 -7.96634
H 2.94381 6.12710 -6.82410
*
```

Frontier orbital gap (eV): 6.137
Highest occupied orbital energy (eV): -7.7
E_tot (eV): -47418.772

Charges per atom according to Löwdin partitioning, unit e: Cs 0.93; B -0.45; H -0.12; H -0.13; H -0.13; H -0.12; C -0.02; C -0.47; C -0.19; C -0.18; C -0.13; C -0.49; N -0.17; O 0.01; C -0.03; C -0.01; C -0.03; H 0.08; H 0.06; H 0.08; H 0.12; H 0.11; H 0.10; H 0.11; H 0.12; H 0.12; H 0.07; H 0.08; H 0.08; H 0.08; H 0.07; H 0.08; H 0.08; H 0.07; H 0.08; H 0.10; C -0.78; O 0.05; N 0.14; N 0.15; H 0.11; H 0.10; H 0.12; H 0.10; C -0.85; O 0.01; N 0.17; N 0.17; H 0.13; H 0.11; H 0.12; H 0.13; C -0.80; O 0.04; N 0.15; N 0.15; H 0.11; H 0.13; H 0.12; H 0.11; C -0.81; O 0.05; N 0.15; N 0.16; H 0.11; H 0.12; H 0.13; H 0.11; C -0.09; C -0.35; O -0.07; H 0.07; H 0.07; H 0.07; H 0.11; H 0.10; H 0.09; C -0.11; C -0.31; O -0.10; H 0.07; H 0.08; H 0.07; H 0.11; H 0.10; H 0.08